(1)
65
Properties=species:S:1:pos:R:3:nbo_charge:R:1 method="wB97M-V/def2-TZVPD" e_lumo_ha=0.02497 energy_ev=-42719.6558 e_above_lowest_kj_mol=7.8 smiles="COC(=O)C1(Cc2cc(-c3ccc(OC)cc3OC)no2)CCN(C(=O)OC(C)(C)C)CC1"
O 8.431 0.472 0.916 -0.4879
O -0.293 1.775 1.651 -0.5884
O 4.772 -2.283 -0.672 -0.4702
O 0.137 3.114 -0.086 -0.5259
O -5.213 -1.072 0.287 -0.5419
O 1.118 -0.929 -0.984 -0.2870
O -5.910 0.859 -0.694 -0.6747
N -3.826 0.065 -1.042 -0.4557
N 2.379 -1.209 -0.577 -0.1128
C 3.069 -0.095 -0.627 0.1242
C 4.994 1.232 0.147 -0.1505
C -6.230 -2.651 1.688 -0.6141
C 6.647 -0.982 0.126 -0.4051
C 5.559 -3.447 -0.696 -0.2517
C 1.025 0.377 -1.294 0.3280
C 5.315 -1.119 -0.256 0.3588
C -6.817 -0.220 1.920 -0.6449
C 2.235 0.966 -1.089 -0.3587
C 7.148 0.252 0.522 0.3458
C 0.902 3.948 0.774 -0.2616
C -2.422 2.060 -0.944 -0.3925
C -0.409 2.034 0.484 0.8232
C -5.062 0.021 -0.480 0.9074
C 4.468 0.005 -0.245 -0.1033
C 6.310 1.366 0.529 -0.2993
C -7.584 -1.518 -0.100 -0.6450
C 9.329 -0.610 0.951 -0.2530
C -2.735 -0.814 -0.688 -0.2166
C -3.421 1.247 -1.767 -0.2217
C -1.693 -0.075 0.153 -0.4121
C -1.207 1.211 -0.528 -0.1424
C -0.288 0.920 -1.736 -0.4531
C -6.476 -1.341 0.938 0.2766
H 9.474 -1.046 -0.043 0.1758
H 1.330 4.724 0.145 0.1943
H -5.418 -2.526 2.399 0.2146
H -8.506 -1.809 0.396 0.2117
H -2.980 0.943 -2.721 0.1860
H -0.850 -0.738 0.347 0.2377
H -7.747 -0.588 -0.636 0.2432
H -3.130 -1.660 -0.129 0.2429
H -2.093 2.932 -1.511 0.2196
H 10.273 -0.198 1.302 0.2026
H 6.403 -3.354 -1.389 0.1734
H -7.128 -2.947 2.222 0.2128
H -6.001 -0.081 2.625 0.2106
H 7.292 -1.845 0.115 0.2255
H -7.306 -2.292 -0.813 0.2102
H 0.262 4.388 1.541 0.1958
H -5.958 -3.436 0.987 0.2137
H 4.895 -4.237 -1.044 0.2069
H 5.931 -3.705 0.301 0.1761
H 1.686 3.367 1.264 0.1971
H 2.500 1.987 -1.264 0.2329
H -4.317 1.839 -1.962 0.2522
H -0.113 1.846 -2.285 0.2417
H 8.995 -1.388 1.646 0.1768
H -2.283 -1.191 -1.612 0.1848
H 6.713 2.316 0.840 0.2249
H -2.927 2.411 -0.040 0.2177
H -6.981 0.710 1.382 0.2429
H -0.767 0.197 -2.396 0.2324
H -7.719 -0.475 2.469 0.2116
H 4.350 2.098 0.170 0.2097
H -2.133 0.195 1.115 0.2283

---

(2)
17
Properties=species:S:1:pos:R:3:nbo_charge:R:1 method="wB97M-V/def2-TZVPD" e_lumo_ha=-0.11550 energy_ev=-8309.8624 e_above_lowest_kj_mol=186.2 charge=+1
O 1.125 2.525 0.424 -0.6807
N 0.904 0.241 1.114 -0.7787
N -0.169 -0.345 -1.196 -0.8025
C -0.724 -1.687 -1.132 -0.0609
C -2.020 -1.948 -1.238 -0.3835
C 0.621 1.697 1.406 0.0941
H -0.865 0.313 -1.526 0.4143
H -2.752 -1.171 -1.421 0.2095
H -0.459 1.800 1.431 0.1947
H 0.013 -2.472 -1.019 0.2140
H 0.768 -0.286 1.979 0.4190
H 1.058 1.919 2.381 0.1812
H 0.643 -0.373 -1.806 0.4101
H 2.069 2.666 0.577 0.4867
H 0.255 -0.070 0.087 0.4427
H -2.372 -2.944 -1.015 0.2367
H 1.906 0.134 0.952 0.4034

---

(3)
18
Properties=species:S:1:pos:R:3:nbo_charge:R:1 method="wB97M-V/def2-TZVPD" e_lumo_ha=0.00779 energy_ev=-10939.3998 e_above_lowest_kj_mol=329.5 smiles="CC(=O)C#N.C#CCC"
O -2.898 0.138 0.749 -0.4901
N -1.125 1.107 -2.049 -0.3090
C -0.084 -0.561 1.280 -0.3090
C -1.448 0.951 -0.957 0.1806
C 1.115 -1.005 -1.054 -0.5027
C 0.454 -0.736 0.209 0.0802
C -1.576 2.102 1.228 -0.7014
C 2.387 -1.830 -0.826 -0.5838
C -1.959 0.847 0.479 0.5278
H 0.423 -1.543 -1.707 0.2431
H 3.070 -1.307 -0.150 0.2114
H 2.900 -1.977 -1.779 0.2148
H -1.939 2.035 2.252 0.2360
H -0.491 2.218 1.211 0.2404
H -2.028 2.965 0.740 0.2510
H 2.147 -2.810 -0.398 0.2128
H -0.309 -0.539 2.311 0.2516
H 1.360 -0.056 -1.540 0.2462